Record 1
Formula: C4H3N2O4S2
Source: the Open Molecules 2025 dataset
Level of theory: ωB97M-V/def2-TZVPD

- LUMO level: 2.91 eV
- E_tot: -37034.0106 eV
- HOMO energy: -5.9 eV
- SMILES: O=[N+]([O-])N=[S@](=O)([O-])c1cccs1
- Energy above the lowest of the compared OMol25 structures with the same formula, charge and spin: 75.5 kcal per mole

```
! wB97M-V def2-TZVPD RIJCOSX def2/J DEFGRID3
* xyz -1 1
O -1.82106 -1.39363 0.19868
N -1.01027 -2.31016 0.02213
O -1.23103 -3.12371 -0.87717
N 0.06249 -2.41899 0.68978
S 0.27946 -1.10063 1.67242
O 1.63737 -1.18269 2.15811
O -0.69397 -0.94993 2.79277
C 0.48593 0.44564 0.33946
C -0.49734 0.97251 -0.45633
C -0.09132 1.96377 -1.36302
C 1.22450 2.11668 -1.24845
S 2.00523 1.11424 -0.04084
H -1.49583 0.49775 -0.30019
H -0.80322 2.55645 -1.92307
H 1.94906 2.81271 -1.66426
*
```

Here are the Löwdin charges for atoms 1 to 6, given in e: -0.09 -0.59 -0.03 -0.08 0.67 -0.40

---

Record 2
Formula: C4H7N3O
Source: the Open Molecules 2025 dataset
Level of theory: ωB97M-V/def2-TZVPD

- LUMO level: 0.86 eV
- E_tot: -10776.4343 eV
- HOMO energy: -8.8 eV
- SMILES: C=C=NN(N)C(C)=O
- Energy above the lowest of the compared OMol25 structures with the same formula, charge and spin: 76.4 kcal per mole

```
! wB97M-V def2-TZVPD RIJCOSX def2/J DEFGRID3
* xyz 0 1
C -3.13641 0.38666 -0.28880
C -1.97316 -0.17093 -0.16430
N -1.06856 -0.99254 0.00451
N 0.23206 -0.62786 0.18920
N 1.15960 -1.66061 0.15855
C 0.61073 0.72146 0.15777
C 2.09667 0.92484 0.01743
O -0.18134 1.61422 0.34950
H -3.66638 0.76854 0.56624
H -3.55083 0.60118 -1.25999
H 1.05660 -2.25152 0.98103
H 1.04367 -2.23216 -0.67606
H 2.30674 1.98982 -0.02372
H 2.60926 0.49001 0.87224
H 2.46135 0.43888 -0.88360
*
```

Here are the Löwdin charges for atoms 1 to 6, given in e: 0.01 -0.18 0.12 -0.18 0.07 -0.46

---

Record 3
Formula: C24H30N5O3SSiW
Source: the Open Molecules 2025 dataset
Level of theory: ωB97M-V/def2-TZVPD

- LUMO level: -3.97 eV
- E_tot: -59502.4894 eV
- HOMO energy: -10.0 eV
- Energy above the lowest of the compared OMol25 structures with the same formula, charge and spin: 14.8 kcal per mole

```
! wB97M-V def2-TZVPD RIJCOSX def2/J DEFGRID3
* xyz 1 1
W -1.06503 -0.11442 0.81185
N -3.13059 -0.50891 4.81426
C -2.58055 -0.17237 3.63246
S -2.53395 -1.33399 2.33704
N -2.10561 1.02861 3.47467
N -1.71611 1.20538 2.17112
C -0.86024 2.16633 1.88889
C -1.00428 3.04409 0.72246
C -0.71831 4.40054 0.82198
C -0.95954 5.24045 -0.25559
C -1.49069 4.71135 -1.42702
C -1.75841 3.35218 -1.54139
C -1.49732 2.52553 -0.46257
O -1.63138 1.18399 -0.55497
H -3.49328 -1.43016 4.97280
H -3.26892 0.20240 5.51066
H -0.29378 2.54829 2.73857
H -0.32721 4.79969 1.75095
H -0.74008 6.29651 -0.18153
H -1.68184 5.36269 -2.27013
H -2.14529 2.92391 -2.45680
O 3.00218 -1.20200 -4.79296
C 3.47259 -0.38238 -3.74580
C 2.43693 -0.34283 -2.65855
C 2.59116 0.49504 -1.56775
C 1.64522 0.47102 -0.56164
N 0.56944 -0.31425 -0.62159
C 0.37985 -1.08460 -1.69716
C 1.29791 -1.14314 -2.72026
C -0.92476 -1.80391 -1.72134
C -1.28752 -2.64483 -2.74280
C -2.56419 -3.20400 -2.75869
C -2.96109 -4.14985 -3.86542
O -2.32561 -3.85529 -5.08941
C -3.42491 -2.87061 -1.73253
C -2.98535 -2.04541 -0.71203
N -1.74987 -1.52756 -0.68846
H 3.64477 -1.20499 -5.50893
H 3.66765 0.64082 -4.08146
H 4.40127 -0.77309 -3.31523
H 3.44127 1.15977 -1.47896
H 1.72644 1.09312 0.31462
H 1.14454 -1.77717 -3.57851
H -0.60409 -2.86123 -3.55027
H -4.04919 -4.18475 -3.95592
H -2.62955 -5.15200 -3.58739
H -2.72147 -3.06485 -5.47235
H -4.43884 -3.24781 -1.70087
H -3.63236 -1.78030 0.10946
C 2.75433 1.70789 2.27936
Si 2.19918 -0.01662 2.77232
C 1.99181 0.03185 4.61753
C 3.54526 -1.20427 2.28626
C 0.55010 -0.67096 2.12068
H 3.44325 2.04894 3.05696
H 1.93939 2.43529 2.23328
H 3.30620 1.74222 1.33783
H 2.92510 0.33453 5.09962
H 1.69896 -0.93959 5.02322
H 1.21980 0.75577 4.89707
H 4.48789 -0.95531 2.77980
H 3.71833 -1.17515 1.20523
H 3.28541 -2.23089 2.55542
H 0.04298 -0.88872 3.06354
H 0.77203 -1.64995 1.65638
*
```

Here are the Löwdin charges for atoms 1 to 6, given in e: 1.43 0.10 -0.80 0.72 0.03 -0.28

---

Record 4
Formula: C4H7NO
Source: the Open Molecules 2025 dataset
Level of theory: ωB97M-V/def2-TZVPD

- LUMO level: 0.24 eV
- E_tot: -7794.2526 eV
- HOMO energy: -9.0 eV
- SMILES: C=C(C)/C=N\O
- Energy above the lowest of the compared OMol25 structures with the same formula, charge and spin: 124.3 kcal per mole

```
! wB97M-V def2-TZVPD RIJCOSX def2/J DEFGRID3
* xyz 0 1
C 0.13373 1.25352 -0.43786
C 0.33584 -0.14719 -0.35728
C 1.48766 -0.43670 0.50258
C -0.77781 -1.01362 -0.50349
N -2.03316 -0.70325 -0.08147
O -2.40842 0.41385 0.47732
H -0.64851 1.52350 -1.28401
H 0.84381 2.12829 -0.01880
H 2.27849 -1.02940 -0.17876
H 1.24091 -1.28119 1.26889
H 1.98957 0.47223 0.68541
H -0.81953 -2.20579 -0.77805
H -1.62257 1.02574 0.70552
*
```

Here are the Löwdin charges for atoms 1 to 6, given in e: 0.00 -0.41 -0.10 -0.15 -0.05 -0.06

---

Record 5
Formula: C15H13Cl4O5
Source: the Open Molecules 2025 dataset
Level of theory: ωB97M-V/def2-TZVPD

- LUMO level: 0.26 eV
- E_tot: -76092.8300 eV
- HOMO energy: -3.5 eV
- Energy above the lowest of the compared OMol25 structures with the same formula, charge and spin: 12.8 kcal per mole

```
! wB97M-V def2-TZVPD RIJCOSX def2/J DEFGRID3
* xyz -1 1
Cl 2.64950 -1.06216 2.45780
C 0.99869 -0.91153 2.08596
C 0.22853 0.08066 2.67209
Cl 0.92256 1.50392 3.28810
C -1.19849 -0.06886 2.94368
O -1.83746 0.70493 3.64795
C -1.89618 -1.31528 2.34846
O -3.10050 -1.48172 2.48353
C -1.02042 -2.26270 1.65415
Cl -1.77189 -3.69189 1.11787
C 0.33264 -2.04128 1.48254
Cl 1.26341 -3.16449 0.57882
C 2.20743 5.21327 1.71037
C 2.95363 3.93618 1.97461
O 2.52045 2.96882 1.00791
C 3.21029 1.80284 1.10997
C 2.75089 0.84060 0.06772
C 3.72691 -0.18167 -0.30462
O 4.83776 -0.32158 0.18583
C 3.24007 -1.12785 -1.42193
C 2.65739 -0.36715 -2.59390
C 1.47077 0.47838 -2.12934
C 1.83323 1.39827 -0.94742
O 4.07482 1.64522 1.95635
H 2.47594 5.95125 2.46757
H 2.47504 5.61795 0.72969
H 1.12517 5.05760 1.74801
H 4.03590 4.07825 1.87180
H 2.73931 3.55549 2.97993
H 4.07430 -1.76431 -1.73341
H 2.46971 -1.77532 -0.97369
H 3.42728 0.27869 -3.03612
H 2.33580 -1.06702 -3.37162
H 1.11533 1.10652 -2.95574
H 0.63588 -0.17182 -1.83107
H 0.91741 1.72864 -0.42648
H 2.29080 2.31181 -1.38422
*
```

Here are the Löwdin charges for atoms 1 to 6, given in e: 0.85 -0.65 -0.60 0.85 -0.34 0.08

---

Record 6
Formula: C6H6NO2S
Source: the Open Molecules 2025 dataset
Level of theory: ωB97M-V/def2-TZVPD

- LUMO level: 3.74 eV
- E_tot: -22735.1998 eV
- HOMO energy: -2.9 eV
- Energy above the lowest of the compared OMol25 structures with the same formula, charge and spin: 118.3 kcal per mole

```
! wB97M-V def2-TZVPD RIJCOSX def2/J DEFGRID3
* xyz -1 1
C -1.14526 -1.65419 0.32794
C -1.34325 -0.23314 0.40353
C -0.01810 -2.28093 -0.13625
C -0.22609 0.65580 0.08520
C 1.06805 0.19042 -0.07145
C -0.48639 2.09147 -0.34043
N 1.20998 -1.84464 -0.16312
O 2.23583 -2.28616 -0.70606
O 2.18182 2.34304 0.83918
S 2.47210 1.05233 0.00992
H -2.08878 -2.13964 0.43013
H -2.11664 0.11076 0.95806
H -0.27009 -3.36039 -0.34219
H 0.13314 2.74009 0.20010
H -1.58270 2.37616 -0.20511
H -0.02360 2.23902 -1.28946
*
```

Here are the Löwdin charges for atoms 1 to 6, given in e: -0.13 -0.05 -0.19 -0.33 -0.35 -0.09